No. 1
Density functional theory data (ωB97M-V/def2-TZVPD) for one molecule with the formula C2H6N2S2 in a non-equilibrium geometry.

Calculated values
- LUMO (eV) = 0.65
- highest occupied orbital energy (Ha) = -0.3294
- calculated total energy (eV) = -26821.135
- relative energy (zero: lowest compared OMol25 entry of this formula, charge and spin) (eV) = 0.679

```
! RIJCOSX wB97M-V def2-TZVPD def2/J DEFGRID3
* xyz 0 1
H 1.612 -2.171 -0.737
N 1.949 -1.318 -0.256
C 0.944 -0.553 -0.128
N 1.164 0.689 0.452
S 0.417 2.151 0.017
S -0.645 -1.083 -0.750
C -1.834 -0.314 0.362
H 2.129 0.889 0.662
H 0.438 2.103 -1.331
H -2.702 -0.920 0.480
H -2.112 0.636 -0.115
H -1.360 -0.109 1.346
*
```

No. 2
Density functional theory data (ωB97M-V/def2-TZVPD) for C10H26N2O3Rb as an isolated structure in a non-equilibrium geometry.

Calculated values
- LUMO (eV) = -2.73
- highest occupied orbital energy (Ha) = -0.4599
- calculated total energy (eV) = -20562.753
- relative energy (zero: lowest compared OMol25 entry of this formula, charge and spin) (eV) = 1.466

```
! RIJCOSX wB97M-V def2-TZVPD def2/J DEFGRID3
* xyz 1 1
Rb 0.282 -0.068 -2.315
C -1.648 3.142 -1.405
C -0.473 3.158 -0.380
C -0.746 4.077 0.873
O 0.442 4.166 1.724
C 0.292 5.078 2.815
N -0.111 1.789 -0.035
H -1.236 2.904 -2.386
H -2.212 4.074 -1.368
H -2.335 2.343 -1.124
H 0.400 3.603 -0.859
H -1.648 3.664 1.325
H -1.119 5.063 0.597
H 0.090 6.094 2.474
H 1.182 5.026 3.443
H -0.541 4.771 3.447
H -0.643 1.420 0.740
H 0.680 1.966 0.568
C 3.594 -2.965 1.173
O 3.235 -1.670 0.654
C 2.050 -1.092 1.176
C 0.732 -1.881 0.817
N 0.787 -2.377 -0.554
C -0.284 -3.308 -0.871
C -1.676 -2.676 -1.007
O -1.898 -2.094 -2.329
C -2.400 -3.092 -3.199
H 2.864 -3.741 0.942
H 3.561 -2.984 2.262
H 4.613 -3.279 0.947
H 1.915 -0.058 0.858
H 2.110 -1.142 2.263
H -0.069 -1.199 1.103
H 0.757 -2.749 1.475
H 1.676 -2.850 -0.628
H -0.248 -4.096 -0.118
H -0.017 -3.865 -1.769
H -1.663 -1.860 -0.284
H -2.560 -3.229 -0.689
H -2.459 -2.645 -4.191
H -3.399 -3.373 -2.868
H -1.880 -4.045 -3.297
*
```

No. 3
Density functional theory data (ωB97M-V/def2-TZVPD) for C48H42NP2Yb as an isolated structure in a non-equilibrium geometry.

Calculated values
- LUMO (alpha / beta) (eV) = -5.30 / -7.48
- expectation value of S² = 0.7810
- highest occupied orbital energy (alpha / beta) (Ha) = -0.4907 / -0.4912
- calculated total energy (eV) = -102039.839
- relative energy (zero: lowest compared OMol25 entry of this formula, charge and spin) (eV) = 0.000

```
! RIJCOSX wB97M-V def2-TZVPD def2/J DEFGRID3
* xyz 2 2
C 0.731 -1.425 -3.546
C -0.262 -1.764 -2.595
C -1.596 -1.829 -3.017
C -1.903 -1.571 -4.346
C -0.924 -1.162 -5.258
C 0.399 -1.049 -4.845
P 0.095 -1.857 -0.808
C -1.182 -2.995 -0.125
C -2.193 -2.530 0.740
C -3.179 -3.407 1.188
C -3.150 -4.754 0.805
C -2.129 -5.224 -0.026
C -1.128 -4.352 -0.463
Yb 0.948 0.176 0.872
P 0.149 2.140 -0.872
C -1.221 2.251 -2.066
C -1.057 2.633 -3.408
C -2.118 2.515 -4.314
C -3.358 2.049 -3.883
C -3.529 1.676 -2.548
C -2.474 1.746 -1.647
C 0.052 3.565 0.259
C 1.051 3.693 1.244
C 0.879 4.599 2.283
C -0.254 5.427 2.302
C -1.215 5.336 1.286
C -1.070 4.408 0.257
C 1.834 2.527 -1.506
C 2.905 1.594 -1.379
C 4.085 1.798 -2.095
C 4.247 2.943 -2.884
C 3.200 3.863 -3.013
C 1.999 3.666 -2.317
C 1.661 -2.832 -0.697
C 2.110 -3.595 -1.788
C 3.392 -4.155 -1.773
C 4.218 -3.990 -0.657
C 3.743 -3.315 0.473
C 2.460 -2.767 0.465
H 1.976 3.106 1.178
H 1.637 4.681 3.069
H -0.380 6.162 3.106
H -2.077 6.007 1.287
H -1.798 4.340 -0.554
H -0.097 3.015 -3.735
H -1.981 2.801 -5.357
H -4.197 1.985 -4.582
H -4.509 1.336 -2.209
H -2.586 1.405 -0.613
H 2.744 0.615 -0.882
H 4.874 1.042 -2.062
H 5.181 3.099 -3.424
H 3.304 4.731 -3.668
H 1.183 4.389 -2.397
H 1.458 -3.740 -2.651
H 3.731 -4.727 -2.640
H 5.222 -4.417 -0.658
H 4.368 -3.247 1.370
H 2.050 -2.351 1.396
H -2.182 -1.490 1.079
H -3.968 -3.046 1.849
H -3.926 -5.436 1.158
H -2.100 -6.272 -0.330
H -0.295 -4.723 -1.061
H -2.380 -2.097 -2.305
H -2.927 -1.700 -4.681
H -1.207 -0.974 -6.293
H 1.174 -0.688 -5.542
H 1.774 -1.384 -3.234
H 1.111 1.079 -3.003
H 1.370 0.434 -2.623
C -1.663 3.078 5.287
C -2.019 2.945 3.936
C -1.515 1.903 3.167
C -0.663 0.943 3.761
C -0.372 1.038 5.148
C -0.848 2.113 5.891
N -0.084 -0.063 2.981
C -0.014 -1.353 3.542
C 1.249 -1.985 3.606
C 1.341 -3.306 4.041
C 0.192 -4.021 4.381
C -1.055 -3.387 4.371
C -1.168 -2.057 3.974
H -2.006 3.944 5.861
H -2.656 3.693 3.459
H -1.765 1.790 2.103
H 0.221 0.247 5.604
H -0.573 2.225 6.939
H 2.136 -1.397 3.325
H 2.323 -3.779 4.077
H 0.260 -5.074 4.656
H -1.955 -3.932 4.649
H -2.128 -1.533 3.958
*
```